This record from OMol25 describes a single C24H30ClN3O4S molecule in a non-equilibrium geometry. The level of theory is ωB97M-V with the def2-TZVPD basis set.

Each line ends with the Mulliken charge.
CARTESIAN COORDINATES (ANGSTROEM)
C  -7.47948  -1.37816  1.16455  -1.8391
C  -6.31548  -0.70425  0.51235  0.3764
C  -6.43599  0.56012  -0.04887  0.3411
C  -5.36522  1.18666  -0.66546  -0.7934
C  -4.12821  0.57254  -0.73776  0.3163
C  -3.99060  -0.69816  -0.15811  0.0463
C  -5.07181  -1.32033  0.44499  -0.4087
H  -4.96684  -2.30623  0.87020  0.3494
O  -2.73957  -1.25892  -0.24476  -0.2867
C  -2.43710  -2.41067  0.50444  -0.3953
C  -0.91864  -2.62130  0.55996  0.2732
O  -0.43600  -3.51369  1.21539  -0.6647
N  -0.23882  -1.71179  -0.18272  0.1276
C  1.13250  -1.54307  -0.33545  0.9307
C  2.06947  -2.33369  0.32967  -0.6865
C  3.41849  -2.07345  0.16744  -0.4743
C  3.82902  -1.04689  -0.66092  0.0094
C  2.91203  -0.27490  -1.35092  -0.6214
C  1.56373  -0.51833  -1.18265  -0.8190
H  0.83514  0.08754  -1.70145  0.4439
H  3.25224  0.51571  -1.99999  0.3548
S  5.56959  -0.66162  -0.79623  1.2506
O  6.03401  -0.90401  -2.12714  -0.7142
O  6.26712  -1.26875  0.29529  -0.6633
N  5.60055  1.01765  -0.63477  -0.2177
C  4.82429  1.70440  0.28694  0.5634
N  4.21142  2.72672  -0.13884  -0.6288
C  3.43999  3.56790  0.73710  -0.8005
C  2.25734  2.86185  1.40922  -0.2016
C  2.65858  2.03521  2.62777  -0.9499
C  3.50706  0.81479  2.27846  0.1555
H  3.66903  0.23297  3.18846  0.3108
H  2.95680  0.18328  1.57845  -0.2229
C  4.87811  1.16490  1.69137  -0.9453
H  5.51971  0.28503  1.69477  0.2526
H  5.34512  1.93114  2.31925  0.5060
H  3.20652  2.67098  3.32786  0.3420
H  1.75226  1.69358  3.13441  0.4126
H  1.53947  3.62320  1.72263  0.3850
H  1.76790  2.21890  0.67353  0.0207
H  3.06418  4.37941  0.10632  0.3927
H  4.08277  4.00924  1.50963  0.3126
H  5.62565  1.46714  -1.54006  0.4287
H  4.16612  -2.64747  0.69055  0.4780
H  1.73318  -3.12954  0.97306  0.5379
H  -0.82186  -1.04510  -0.67677  -0.1919
H  -2.88793  -3.31010  0.06286  0.3268
H  -2.79100  -2.32231  1.53956  0.4621
C  -2.92430  1.22108  -1.38235  1.2237
C  -3.28473  2.28915  -2.41141  -2.0388
H  -3.70449  3.16941  -1.93155  0.3648
H  -4.00135  1.90377  -3.13247  0.4479
H  -2.38965  2.59707  -2.94744  0.4695
C  -2.02204  1.81825  -0.29539  -1.2264
H  -1.73052  1.06181  0.42921  0.3638
H  -2.55148  2.60843  0.23206  0.3857
H  -1.12334  2.24291  -0.73782  0.3334
H  -2.37171  0.42784  -1.89946  0.2438
H  -5.51194  2.16576  -1.08953  0.3840
Cl  -7.95831  1.38488  0.01072  -0.2436
H  -7.20183  -2.35916  1.53958  0.3515
H  -8.29622  -1.48965  0.45268  0.3811
H  -7.84797  -0.77406  1.99264  0.3776

Its SMILES is Cc1cc(OCC(=O)Nc2ccc(S(=O)(=O)NC3=NCCCCC3)cc2)c(C(C)C)cc1Cl. Its total charge is 0. The energy above the lowest of the compared OMol25 structures with the same formula, charge and spin is 0.00 kcal/mol.